C57H119N17O11 | ωB97M-V with the def2-TZVPD basis set

Geometry as XYZ:
```
204
Properties=species:S:1:pos:R:3:forces:R:3:mulliken_charge:R:1
O -0.860159 -3.132905 6.313994 0.0 -0.3 0.2 -0.520
O -0.488830 0.215062 -5.805050 0.0 -0.2 0.5 -0.464
O -5.763707 -1.255214 2.288190 0.5 0.1 -0.9 -0.740
O -1.038832 0.474969 -0.856563 1.8 -0.5 1.3 -0.384
O -1.199665 7.057871 1.261252 -0.1 -1.0 -0.5 -0.623
O -2.784853 3.134771 -7.421258 1.0 0.0 0.8 -0.652
O 2.473073 -2.826333 -1.997238 0.1 0.2 -0.5 -0.421
O 3.035786 2.776875 2.246262 0.3 -0.6 -0.4 -0.974
O -5.916044 0.368455 -5.391602 0.2 0.6 0.4 -0.636
O -3.963501 5.019399 -1.357481 -1.8 -0.6 0.8 -0.471
O -1.563292 -1.675587 2.568375 -0.9 -0.8 0.4 -0.007
N -1.412657 4.059780 -5.819955 0.5 -2.4 -0.6 0.173
N 2.485391 4.176233 -1.801293 0.5 0.1 1.1 -0.388
N 0.700631 -1.532551 -4.932458 0.9 -0.2 1.4 0.297
N -4.434011 1.870864 -4.405142 0.0 -1.0 0.0 0.256
N -0.020142 1.221361 6.074016 0.3 -1.0 1.5 -0.626
N 5.393203 1.474475 -1.533523 0.3 0.3 1.8 -0.408
N -5.112981 -0.725553 0.124512 0.2 0.5 1.1 0.652
N -3.060050 -2.782590 3.912488 1.6 0.0 -1.5 0.961
N 1.124284 -2.075711 6.133468 0.9 0.3 2.3 0.665
N -1.008306 4.902908 0.484698 0.5 0.6 -0.2 0.528
N -1.431553 -8.263245 -1.626903 -0.2 -0.3 0.2 -0.521
N -3.385122 -4.117030 0.184489 -0.1 0.0 -0.4 -0.279
N 4.730272 -2.556299 3.780683 0.0 0.3 -0.1 -0.435
N 0.961117 0.052267 0.267788 -0.8 -0.8 0.2 1.826
N 3.871038 -2.701367 -0.245944 0.4 0.6 -0.7 0.235
N -5.543394 3.727430 -0.283697 -0.6 0.2 0.3 0.448
N 5.123245 2.210783 2.894567 1.7 1.4 1.3 0.167
C 3.766232 -4.355354 5.449077 0.4 0.5 0.6 -0.204
C 0.934470 -1.831790 4.773438 -0.8 -0.7 -1.2 0.312
C 6.181544 -4.738195 6.238768 -0.2 -0.4 0.0 -1.072
C -0.276945 3.890419 -4.920556 -0.2 -0.3 -1.0 -0.729
C -0.302576 1.839509 5.164149 0.2 0.2 -0.3 0.205
C -2.244613 -2.678907 2.871562 1.0 -0.2 -0.5 -0.837
C 4.604899 0.792305 -3.917629 -2.5 0.4 0.9 -0.922
C 0.255143 4.760107 1.230706 -0.6 1.3 0.1 -0.662
C -4.035078 -4.930577 -3.116817 -0.4 -1.0 -1.2 -0.180
C 5.389822 4.543557 0.092576 1.7 0.7 -0.9 0.236
C -3.707867 -6.426493 -2.984995 0.3 0.4 0.5 -1.275
C -2.544762 1.461856 2.881878 0.8 -1.0 0.8 -1.025
C -3.752603 -3.935458 4.288638 -0.7 -2.0 -1.0 -1.137
C -0.065720 -5.101771 -1.410528 1.0 -0.5 0.1 1.335
C -0.356058 -5.118433 0.053316 -0.7 -0.1 1.3 -1.173
C 1.822895 -2.442138 -5.010968 0.0 -0.7 -0.5 -0.675
C -1.581531 6.146679 0.522507 0.4 0.3 0.9 -0.172
C -3.077171 1.952435 -3.855613 -0.2 1.0 -1.5 0.215
C -4.801841 0.717321 -5.029363 -0.2 -0.1 -0.4 0.127
C -5.377597 2.917163 -4.115765 -0.7 0.1 -0.3 -0.732
C -1.789523 3.058592 -6.698475 -0.6 0.6 -0.2 0.229
C -1.023812 1.602996 2.810477 -0.1 0.1 0.6 3.481
C 3.439724 -2.301606 -1.472480 -0.5 -0.9 1.2 0.436
C -4.681199 3.224488 0.765108 -0.3 -0.6 -1.1 -0.735
C -2.164887 5.240456 -5.691173 -0.9 0.6 0.3 -0.947
C 1.772069 0.957410 -0.497926 -0.7 0.4 -0.7 1.044
C 4.275851 -3.306226 4.518888 -0.3 -1.0 0.8 0.187
C 5.032822 -2.175209 0.402698 0.7 0.4 0.4 -0.542
C -4.853033 -4.521958 -1.923403 0.2 1.1 -0.4 -0.627
C 3.185021 2.820311 -4.661359 0.7 1.1 0.3 -0.726
C 0.240331 -1.430681 -3.583700 -0.9 -0.1 0.3 -0.134
C 3.230318 -3.780795 0.438223 -0.1 -0.9 0.0 -0.335
C -6.938366 3.441925 -0.136203 -1.2 0.5 1.4 -0.907
C -1.096999 3.994837 -0.673043 -0.2 -0.1 0.4 -0.524
C 3.141379 1.360903 -4.283073 0.6 -0.9 -0.5 1.362
C 0.445491 -6.488638 -1.879156 0.5 0.8 -0.3 -0.765
C 3.982934 5.045611 0.155141 -1.1 -0.6 0.5 -0.180
C -5.137007 4.647614 -1.141657 1.9 1.2 -2.0 -0.262
C 4.969934 1.167305 -2.541798 0.0 -0.4 -2.1 0.284
C 6.118618 4.991526 -1.209890 0.0 -0.7 -0.5 -1.344
C -4.089646 -0.262901 -0.767323 1.8 -1.0 0.2 0.019
C -3.197135 -1.747410 4.829014 0.5 1.0 1.4 -1.030
C -6.418692 -0.531776 -0.298457 -2.7 0.0 -0.8 -1.185
C 2.208845 -1.334925 6.789418 -1.6 -1.4 -0.3 -0.986
C 6.264492 1.316330 2.722785 -0.1 -0.8 -0.2 -0.604
C -0.521585 2.538937 3.952437 -0.4 0.6 -1.8 -0.187
C -4.013922 -4.288863 -0.763248 -0.1 -0.1 0.8 0.312
C 4.012520 2.024119 2.223266 -1.8 -0.6 -0.8 1.155
C 0.308899 -0.707417 -5.879795 0.1 0.4 -1.9 -0.149
C -0.585576 -7.495765 -1.710583 0.3 -0.1 -0.6 0.166
C 5.230235 3.514377 3.608830 0.6 -0.7 -0.3 -0.919
C 3.117874 4.500300 -0.886579 -0.4 0.1 -1.5 0.263
C 0.183169 -2.752265 6.825115 -0.7 -0.1 -0.7 -0.124
C 4.826115 -5.379283 5.854309 0.3 -0.5 0.9 -0.664
C -4.908746 -1.084613 1.423434 0.6 -0.1 0.0 0.711
C -0.354908 -0.086331 0.041280 -2.1 0.6 -1.8 -0.519
C 1.483694 -0.667819 1.413293 0.3 -0.5 0.4 0.598
H -7.095238 2.384200 0.035932 0.0 -0.3 -0.4 0.187
H 0.756134 -1.446684 1.729947 0.5 0.4 -0.3 -0.345
H -4.529443 -7.079905 -3.256814 -0.3 0.1 -0.1 0.365
H 5.472854 3.475687 0.186727 -0.4 -0.6 -0.2 -0.101
H -0.552800 0.606974 2.911761 -0.2 0.5 0.0 -1.202
H 6.910836 1.595482 1.883993 0.0 0.3 0.2 0.272
H -1.123033 2.163612 -6.718533 -0.2 0.6 0.2 0.359
H 5.905315 0.293178 2.495844 -0.1 0.5 0.1 -0.011
H 2.376632 1.177296 -3.504784 0.8 0.0 0.0 -0.774
H -2.780369 1.253027 3.928303 -0.1 -0.2 0.1 0.465
H 6.833420 -5.448386 6.772633 -0.3 0.2 -0.4 0.338
H -3.831510 -1.236817 1.597941 -0.1 0.0 0.2 -0.150
H 2.318076 -2.269926 -5.941959 0.3 -0.2 -0.8 0.436
H 0.891216 -0.772294 4.519643 0.3 0.0 0.0 -0.054
H 3.629371 2.997624 -5.651400 -0.3 -0.2 0.1 0.424
H -0.032385 -2.280177 4.556958 0.0 0.2 -0.6 -0.305
H 3.419543 -3.936498 6.398458 -0.1 0.6 -0.4 0.190
H 0.903490 -0.841329 -2.960255 0.5 -0.3 0.2 -0.133
H 3.825260 3.376167 -3.955096 -0.1 -0.3 -0.1 0.033
H 3.866810 -4.686551 0.341382 -0.5 0.3 0.1 0.480
H -4.980407 3.693123 1.711165 0.5 -0.2 0.0 0.460
H 0.782893 -0.970002 -6.847978 0.0 0.2 0.0 0.294
H 7.203266 4.923933 -1.174478 0.1 -0.1 0.5 0.423
H -3.364960 -2.257701 5.776790 -0.1 0.7 0.3 0.488
H 0.102601 2.874258 -5.046543 0.0 0.1 0.1 -0.103
H 1.391373 -6.831084 -1.411357 -0.6 0.4 0.2 0.362
H -5.933510 5.042297 -1.804686 0.0 -0.1 0.4 0.349
H 4.030058 1.063629 1.652861 -0.2 0.4 0.1 -0.352
H 1.482531 0.938779 -1.561310 0.0 -0.2 0.4 -0.370
H -4.893802 2.130841 0.767455 0.6 0.6 0.5 0.051
H -5.600061 -5.251503 -1.722726 -0.6 -0.6 0.4 0.450
H 5.375652 1.118447 -4.600320 0.1 0.2 -0.2 0.468
H 4.260184 3.974955 3.559970 -0.2 0.2 0.0 0.250
H -4.642650 -4.736282 -4.021785 0.4 -0.1 0.3 0.397
H 4.976251 -6.063422 5.021803 0.2 -0.1 0.0 0.297
H 6.867291 1.192248 3.626772 -0.2 0.4 0.0 0.342
H -3.983023 0.833732 -0.834119 -0.1 -0.4 0.3 -0.391
H -1.134821 2.960180 -0.324497 0.1 0.0 0.1 0.017
H 0.218936 -2.504153 -3.313403 -0.5 0.9 1.0 0.004
H 5.903340 4.895557 0.989845 0.1 0.4 -0.2 0.231
H -3.672109 3.464543 0.397625 -0.1 -0.3 0.8 0.120
H 2.907364 -4.834158 5.017563 -0.4 -0.2 -0.4 0.462
H -2.829149 -6.789700 -3.486813 0.3 0.2 -0.6 0.383
H -6.509547 0.317942 -0.982098 0.0 0.3 0.3 0.274
H 2.809983 0.730050 -5.127851 0.1 0.4 0.2 0.197
H -3.410152 -4.329661 5.232967 -0.1 0.3 0.7 0.338
H 5.988931 4.171231 3.186774 0.0 -0.1 -0.5 0.293
H -3.942060 0.063217 -5.259469 0.2 0.2 0.3 0.433
H 2.255119 -3.943217 -0.017317 0.1 -0.2 0.1 -0.315
H -3.058076 2.378938 2.683636 -0.3 0.5 -0.6 0.417
H -2.892276 0.581567 2.333908 -0.1 0.5 -0.2 -0.039
H 4.507471 -0.285217 -3.950877 0.3 -0.3 0.0 0.338
H 0.733868 -6.301631 -2.914298 -0.3 -0.7 -0.3 0.412
H 0.938245 5.630746 1.076720 -0.3 -0.7 -0.4 0.453
H -1.214302 -5.746480 0.323472 0.2 -0.1 -0.3 0.620
H -7.582379 3.830290 -0.916993 0.4 -0.2 -0.6 0.363
H 1.487236 -3.509269 -4.938013 0.2 0.8 -0.1 0.291
H 0.372769 -3.002174 7.873647 0.5 0.4 0.2 0.297
H -1.420538 6.020164 -5.578802 -0.3 0.7 -0.1 0.375
H 2.793271 0.643742 -0.410494 0.7 0.1 0.1 0.026
H 2.091806 -1.634574 7.823391 0.7 0.6 0.4 0.368
H 0.479422 -5.492278 0.657161 0.1 0.1 -0.2 0.394
H 5.921344 6.021626 -1.489944 -0.3 0.2 0.1 0.374
H -3.535557 -4.763678 3.606767 -0.3 0.2 -0.3 0.289
H -7.150774 -0.466565 0.542190 0.7 0.0 -0.6 0.346
H -2.289887 -1.164863 4.882687 0.3 0.2 0.1 0.191
H -0.882598 -0.788129 0.707491 0.4 0.1 0.1 0.205
H -2.806681 5.230739 -4.794160 0.2 0.0 0.0 0.168
H -3.486151 -6.611572 -1.939414 0.0 -0.2 0.3 0.304
H 3.556162 4.692958 1.086264 -0.3 0.1 0.4 -0.164
H -0.200260 4.104879 -1.280289 0.0 0.0 -0.2 0.289
H -5.514166 3.018097 -3.033746 0.0 0.1 -0.2 0.109
H 2.577330 -2.297286 -4.226166 -0.6 0.2 0.0 0.003
H -1.230208 3.370586 4.113553 0.3 -0.2 -0.1 0.473
H -4.816329 -3.693665 4.266240 -0.1 -0.4 0.3 0.363
H -0.658039 -4.153621 0.444583 0.2 0.4 0.0 -0.149
H 0.425775 2.934134 3.576439 0.1 0.2 0.5 -0.082
H -5.067889 3.877474 -4.566036 0.1 -0.3 0.3 0.210
H 2.040723 -0.311679 6.559714 -0.2 1.2 0.5 0.204
H 3.985614 -1.464753 -1.923411 0.2 0.1 0.1 -0.189
H 5.875341 -2.891593 0.476430 -0.7 -0.1 0.3 0.386
H 1.711739 -2.410202 4.273911 0.1 0.5 -0.8 -0.256
H 3.156143 -1.569989 6.355093 0.8 -0.6 -0.1 0.275
H 2.475065 -1.129365 1.221323 -0.6 0.2 -0.2 -0.623
H -2.846219 5.360834 -6.541877 0.5 0.1 0.0 0.345
H -5.354465 -3.601861 -2.183672 -0.3 0.5 0.3 0.120
H -0.938408 -4.803600 -1.999136 0.1 -0.1 0.0 -0.128
H -0.653302 2.063425 1.896208 -0.3 -0.1 -0.3 -1.515
H -2.181089 -3.614533 2.284802 -0.1 0.3 0.1 0.047
H -2.859044 3.033704 -3.805282 0.2 -0.5 0.3 -0.324
H 1.617348 -0.007734 2.265124 0.1 0.3 0.2 0.022
H -7.379876 3.921515 0.766066 0.5 -0.1 -0.1 0.383
H 6.127874 -3.834840 6.867285 -0.3 -0.3 -0.2 0.291
H -6.670258 -1.380684 -0.930555 -0.6 -0.3 -0.1 0.257
H -3.171883 -4.282681 -3.169538 0.4 0.0 -0.2 0.059
H -2.952131 1.476543 -2.891561 0.0 -0.1 0.3 -0.099
H -2.410589 1.530754 -4.625133 0.0 -0.1 0.7 0.030
H -3.999461 -1.118417 4.528008 -1.0 0.7 0.1 0.270
H -4.135170 -0.635600 -1.814741 -0.6 -0.1 0.7 0.237
H 5.478394 -1.391059 -0.202834 -0.3 0.5 0.0 0.196
H 1.620817 1.993349 -0.189985 0.3 0.0 0.2 -1.299
H 3.880095 6.125827 0.141052 0.2 0.2 -0.1 0.602
H 0.762340 -4.423036 -1.626870 -0.2 0.2 -0.1 -0.492
H 3.103334 -3.562666 1.504724 0.1 0.1 -0.2 -0.024
H -3.190432 -0.745692 -0.343420 0.2 0.8 -0.5 -0.253
H -0.689299 -0.856427 -3.526554 -0.2 -0.7 -0.1 0.173
H 0.508657 4.599858 -5.190241 0.1 0.1 0.1 0.510
H 0.035058 4.863233 2.301189 0.1 -0.6 -0.1 0.437
H -2.464149 6.274171 -0.090151 -0.3 -0.2 -0.5 0.490
H 0.674651 3.822667 0.891747 0.4 -0.1 0.5 -0.521
H 4.720290 -1.820207 1.410129 0.7 -0.1 -0.6 -0.088
H -6.349334 2.664576 -4.571787 0.4 -0.1 0.2 0.423
H 2.235793 3.357209 -4.578355 0.1 -0.5 -0.2 -0.160
H -2.000472 4.134231 -1.262729 0.1 0.4 0.1 0.006
H -0.553437 4.036574 -3.884227 -0.2 0.1 0.3 0.331
H 6.638177 -4.470100 5.291374 0.5 0.2 0.1 0.298
H 5.522776 3.409271 4.640260 0.0 -0.5 0.5 0.366
H 4.423604 -5.997290 6.707886 0.2 0.7 -0.9 0.369
H 5.866041 4.363697 -2.100076 -0.2 0.4 0.8 0.131
```
Forces are in eV/Å.

Its LUMO energy is 0.097 eV. As for the orbital gap: 8.64 eV. The relative energy (zero: lowest compared OMol25 entry of this formula, charge and spin) is 0.0 kcal/mol. As for the maximum force: 0.0588 Eh/bohr. The molecular weight comes out at 1218.687 g/mol.